Below is C20H33BrFIO14S3 as an isolated structure in a non-equilibrium geometry, with properties calculated with wB97M-V/def2-TZVPD.

XYZ file:
```
73
Properties=species:S:1:pos:R:3:forces:R:3:mulliken_charge:R:1
C 5.223243 2.781924 -1.555637 0.01 -0.18 -0.18 -1.269
C 4.440020 1.890932 -0.584246 0.31 -0.16 -0.08 -0.605
C 3.133897 2.532188 -0.101928 0.83 -0.83 -0.80 0.274
Br 2.587047 1.779060 1.594466 -0.06 -0.06 0.13 -0.116
C 2.046468 2.445205 -1.193876 -0.30 1.94 -0.11 -0.814
I 1.805312 4.645920 -1.765526 0.07 -0.14 0.19 0.162
O 2.379969 1.808944 -2.399602 -0.36 0.01 0.03 -0.167
S 1.023529 1.670652 -3.322357 0.01 -1.01 -0.33 1.105
O 0.848274 0.277320 -3.520893 -0.04 0.14 0.08 -0.582
O 1.030836 2.527483 -4.441483 0.13 0.45 0.38 -0.589
O 0.001400 2.229002 -2.207053 0.51 -0.77 -0.26 0.072
C 0.606509 1.968596 -0.935524 -0.53 0.57 0.61 0.395
F -0.020435 2.768361 -0.037927 -0.03 -0.06 -0.45 -0.227
S 0.467864 0.245150 -0.392789 0.13 -0.26 0.35 -0.038
C -1.027988 -0.420321 -1.183184 0.10 -0.13 0.09 -0.993
C -2.204480 0.508914 -1.339821 0.17 0.25 -0.18 0.753
O -2.486985 1.004990 -2.385838 -0.42 -0.07 -0.50 -0.535
O -2.916363 0.696476 -0.212067 -0.02 -0.77 0.41 -0.202
C -4.328201 0.583052 -0.354562 -0.65 0.35 -0.05 -0.849
C -5.071616 1.914490 -0.292464 -0.47 -0.53 0.01 0.602
C -6.463237 1.731636 -0.879909 -0.03 0.09 -0.09 -1.657
O -4.411012 2.931408 -1.045079 -0.54 0.31 0.18 -0.351
C -3.756073 3.870440 -0.334822 0.51 0.02 0.20 0.565
O -3.314006 3.697817 0.766443 -0.35 -0.05 0.07 -0.539
C -3.621998 5.157129 -1.111524 0.57 -0.10 -0.16 -0.465
S -1.937009 5.831874 -1.001374 -0.01 0.21 0.05 -0.148
H 5.884622 2.154083 -2.153785 0.08 0.04 0.06 0.331
H 4.581835 3.307288 -2.261801 -0.03 0.05 0.04 0.295
H 5.842819 3.507585 -1.029531 -0.11 0.09 0.02 0.388
H 4.249266 0.929848 -1.062242 -0.19 -0.04 0.12 0.279
H 5.074548 1.681142 0.276052 -0.12 0.00 0.08 0.518
H 3.351256 3.574174 0.083871 -0.25 -0.02 0.33 0.490
H -1.323686 -1.221939 -0.504507 0.12 0.06 0.13 0.345
H -0.790057 -0.869525 -2.143346 0.06 0.31 -0.10 0.518
H -4.710734 -0.031596 0.463230 0.26 0.01 0.12 0.387
H -4.617497 0.061725 -1.270303 0.43 0.11 -0.21 0.452
H -5.210887 2.204034 0.748941 0.53 0.29 -0.01 0.458
H -7.107561 2.570078 -0.617009 0.03 0.02 -0.01 0.402
H -6.923205 0.822843 -0.488415 0.00 -0.02 0.02 0.381
H -6.420465 1.663391 -1.966700 0.07 -0.07 -0.01 0.397
H -4.249336 5.911281 -0.638029 -0.15 -0.06 -0.08 0.341
H -3.899174 5.017260 -2.151297 -0.18 0.00 0.04 0.278
H -1.271251 4.692131 -1.211711 -0.07 -0.08 -0.06 -0.065
C 9.367621 -2.121164 -1.360123 -0.24 -0.02 -0.04 -1.113
C 9.448252 -1.524929 0.028223 0.33 -0.08 -0.10 -0.194
O 8.182591 -1.007813 0.470666 -0.01 0.06 -0.01 -0.355
C 7.292664 -1.922229 0.851464 0.02 0.05 0.02 0.744
O 7.461760 -3.112631 0.881050 0.00 -0.05 0.00 -0.557
O 6.174838 -1.286607 1.203596 -0.07 0.05 0.00 -0.264
C 5.092327 -2.147599 1.566764 -0.20 -0.01 0.06 -0.675
H 8.967668 -1.390733 -2.064583 0.09 0.04 -0.01 0.280
H 10.358478 -2.427438 -1.694822 0.02 0.03 0.01 0.369
H 8.714995 -2.992264 -1.375438 0.04 -0.04 0.05 0.318
H 10.118137 -0.667512 0.031850 -0.11 0.09 0.06 0.299
H 9.823945 -2.245429 0.754202 -0.12 -0.06 0.01 0.326
H 5.385534 -2.842331 2.350284 0.09 -0.04 -0.05 0.338
H 4.738669 -2.696202 0.695139 0.06 -0.07 0.01 0.311
H 4.298233 -1.503822 1.932610 0.05 0.12 -0.03 0.174
C -4.694683 -2.030710 3.145855 -0.21 -0.04 0.13 -1.072
C -4.103832 -3.102287 2.254367 0.07 0.41 -0.06 -0.152
O -4.361081 -4.416552 2.768092 0.10 -0.04 -0.02 -0.361
C -5.603634 -4.863317 2.592869 0.04 -0.04 -0.02 0.761
O -6.494354 -4.282792 2.028645 -0.04 0.03 -0.03 -0.560
O -5.689680 -6.072661 3.143236 0.00 -0.01 0.04 -0.350
C -6.996743 -6.651966 3.095248 -0.07 -0.14 0.01 -0.633
H -4.331139 -2.143123 4.167569 0.11 0.05 -0.03 0.359
H -4.426989 -1.036360 2.786457 0.09 -0.02 -0.01 0.283
H -5.781075 -2.098990 3.174986 -0.01 -0.01 -0.09 0.307
H -3.020177 -3.004952 2.226976 0.03 -0.20 0.06 0.329
H -4.471613 -3.025441 1.230564 -0.13 -0.07 0.04 0.298
H -7.374124 -6.674940 2.075705 -0.01 0.07 -0.01 0.296
H -7.680149 -6.094425 3.733302 -0.02 0.05 -0.06 0.295
H -6.891898 -7.665222 3.470408 0.09 0.02 0.03 0.221
```
Positions in Å, forces in eV/Å.

Results
Electronic energy = -163305.381 eV
E_LUMO = -0.632 eV
Orbital gap = 8.4 eV
Molecular weight = 819.48 g mol⁻¹